88
Properties=species:S:1:pos:R:3 method="wB97M-V/def2-TZVPD" spin_multiplicity=4 lumo_ev="2.0264 / 1.9441" s2=3.76 energy_ev=-155822.373 total_charge=-1
V 0.15275 0.86147 -0.76795
C 3.83107 5.96449 4.13376
O 2.64016 5.21965 4.26888
C 2.75703 3.91578 4.64017
C 1.55186 3.23170 4.81932
C 1.55209 1.89883 5.16232
C 2.76443 1.23250 5.34403
C 3.95324 1.92346 5.22590
C 3.96382 3.26283 4.84782
N 2.85085 -0.14523 5.81166
N 2.20244 -1.05932 5.28549
C 1.49124 -0.87949 4.03774
C 0.20478 -1.35372 4.00690
C -0.62798 -1.17505 2.89305
C -0.16299 -0.52138 1.75071
O -0.86161 -0.34357 0.68582
C 1.21737 -0.06702 1.77253
N 1.66037 0.53785 0.63269
C 2.92984 0.80814 0.51121
C 3.86420 0.51672 1.52564
C 3.43599 -0.01444 2.70117
C 2.05984 -0.30011 2.87244
H 3.52731 6.98302 3.90626
H 4.44491 5.57938 3.31406
H 4.41116 5.95468 5.06141
H 0.62469 3.77006 4.67476
H 0.61422 1.37507 5.28388
H 4.88529 1.40556 5.41188
H 4.90969 3.77037 4.72548
H -0.17318 -1.85230 4.89146
H -1.63986 -1.55950 2.90454
H 3.20907 1.29441 -0.41741
H 4.91086 0.73053 1.35528
H 4.13550 -0.24032 3.49388
N -0.71530 2.56813 0.33776
C -1.50823 3.47594 -0.50905
C -2.70163 2.79303 -1.15990
C -2.44113 1.76125 -2.26453
O -3.17366 1.75566 -3.24844
O -1.51463 0.90145 -2.04105
H -1.30610 2.15781 1.05660
H 0.02437 3.08393 0.80270
H -0.83605 3.87833 -1.26895
H -1.87843 4.32068 0.08676
H -3.34306 3.56387 -1.58990
H -3.29613 2.27902 -0.39261
O 1.83517 -3.12250 -8.14073
C 1.75891 -1.89398 -7.57237
O 1.99694 -0.92568 -8.23833
C 1.38270 -1.83458 -6.12425
C 1.37333 -0.57940 -5.52063
C 1.04927 -0.44288 -4.18119
C 0.73975 -1.57267 -3.43210
S 0.39465 -1.43526 -1.69758
C 0.73829 -2.83158 -4.02762
C 1.05290 -2.96094 -5.36801
H 1.63857 -3.79736 -7.48356
H 1.61810 0.28699 -6.11823
H 1.02485 0.53326 -3.71074
H 0.49445 -3.70328 -3.43420
H 1.02867 -3.96008 -5.78957
O 1.98466 4.24242 -2.97479
C 1.62272 3.23322 -2.43988
N 1.27275 2.23237 -1.91149
Ge -1.90844 -1.74089 -1.78601
C -1.86364 -3.61808 -1.17548
C -1.69724 -3.95995 0.16560
C -1.59242 -5.28347 0.56333
C -1.65478 -6.30169 -0.37797
C -1.82531 -5.98310 -1.71584
C -1.92690 -4.65331 -2.10557
C -3.49990 -0.93866 -0.99854
C -3.80103 -0.84408 0.35985
C -5.03375 -0.37476 0.78196
C -5.99075 0.01385 -0.14686
C -5.70571 -0.07349 -1.49716
C -4.46976 -0.54881 -1.91920
H -2.10604 -1.82617 -3.30740
H -1.62513 -3.18030 0.91779
H -1.45487 -5.52043 1.61142
H -1.56907 -7.33611 -0.06875
H -1.88085 -6.76945 -2.45928
H -2.06566 -4.42731 -3.15796
H -3.05463 -1.11809 1.09046
H -5.24530 -0.30772 1.84246
H -6.95140 0.38935 0.18479
H -6.43230 0.24456 -2.23363
H -4.25220 -0.57409 -2.97890